Entry 1:
# C31H45BaBrN2P2

A structure of composition C31H45BaBrN2P2 at a distorted geometry (ωB97M-V/def2-TZVPD, the OMol25 dataset).

XYZ file:
```
82
Properties=species:S:1:pos:R:3:forces:R:3
C 1.856669 3.778157 -0.476295 -0.221 -0.022 -0.376
C 0.866688 3.117816 -1.240794 0.879 -0.060 -0.281
C 1.032289 3.053939 -2.644304 0.059 0.156 0.408
C 2.166279 3.658905 -3.205006 -0.568 -0.390 0.545
N 3.095840 4.252477 -2.463567 0.337 0.349 -0.179
C 2.950202 4.343440 -1.146408 -0.628 -0.472 0.238
C -0.301559 2.579111 -0.590502 -2.593 0.290 0.908
C -1.395060 2.369268 -0.046170 2.386 1.180 -1.874
C -2.729094 2.468424 0.457058 -0.901 -0.641 0.513
C -3.359958 1.341625 1.028847 -0.117 0.235 -0.027
C -4.652708 1.438858 1.544261 0.206 0.316 -0.161
C -5.336108 2.662970 1.465514 0.256 -0.150 -0.047
C -4.737854 3.784402 0.875848 0.217 -0.445 0.016
C -3.442915 3.681945 0.371640 0.157 -0.204 0.132
Ba 0.249544 0.606874 1.563809 -0.107 -0.552 0.237
P 2.395649 -0.515158 -0.372298 0.365 -0.013 -0.288
H 0.286329 2.577412 -3.282924 0.199 0.134 0.253
H 1.750943 3.898151 0.606680 0.013 -0.030 -0.380
H 2.306448 3.649825 -4.286126 0.082 0.024 0.260
H 3.711851 4.880392 -0.579169 -0.090 -0.129 -0.257
H -2.965028 4.534845 -0.102493 -0.122 -0.075 0.128
H -2.855767 0.361599 1.008054 -0.224 0.407 0.061
H -5.280965 4.722655 0.812328 0.092 -0.170 -0.016
H -5.130291 0.574558 1.994206 -0.004 0.130 -0.098
C 3.020011 -2.208596 0.008569 -0.271 -0.080 0.093
C 4.145136 -2.774750 -0.848435 0.434 -0.292 0.007
H 2.132477 -2.857520 -0.074215 0.252 0.106 0.063
H 3.312047 -2.221812 1.070647 -0.133 0.027 -0.197
H 4.337482 -3.811511 -0.540711 -0.032 0.230 -0.130
H 3.900418 -2.793366 -1.915029 -0.027 0.036 0.185
H 5.086758 -2.226003 -0.722951 -0.299 -0.126 -0.052
C 2.696381 -0.250367 -2.173832 -0.336 0.164 -0.231
C 4.079451 0.214317 -2.624205 0.345 0.013 -0.297
H 1.957624 0.509507 -2.482562 0.169 -0.308 0.064
H 2.421414 -1.179451 -2.703083 0.008 0.281 0.299
H 4.081806 0.326928 -3.718466 -0.015 -0.028 0.300
H 4.354440 1.192910 -2.210256 -0.102 -0.222 -0.018
H 4.872108 -0.502650 -2.376161 -0.257 0.183 -0.073
C 3.564477 0.636786 0.482167 0.169 -0.099 -0.171
C 5.011954 0.164704 0.587026 0.569 0.309 0.257
H 3.176020 0.805122 1.506637 0.148 0.018 -0.086
H 3.520014 1.614337 -0.024437 -0.088 -0.276 0.103
H 5.600680 0.916070 1.129846 -0.073 -0.202 -0.089
H 5.108885 -0.777769 1.134547 -0.080 0.156 -0.083
H 5.486045 0.039883 -0.393087 -0.243 0.054 0.278
Br -7.096057 2.782348 2.143635 0.353 -0.009 -0.119
P -1.315455 -1.376143 -1.094787 -0.324 0.213 0.019
C -0.407900 -2.389009 -2.351160 0.371 0.076 0.187
C -1.105206 -3.611588 -2.940145 -0.042 -0.244 -0.371
H 0.521159 -2.708762 -1.847924 -0.215 0.070 -0.218
H -0.101139 -1.708925 -3.163816 -0.047 -0.102 0.323
H -0.403414 -4.136007 -3.602650 -0.170 0.069 0.176
H -1.426637 -4.324739 -2.174356 0.096 0.133 -0.104
H -1.977700 -3.346870 -3.549933 0.260 -0.056 0.226
C -2.467015 -2.573829 -0.276714 0.116 0.018 0.090
C -3.757675 -2.961519 -0.988343 -0.353 -0.380 0.018
H -2.724384 -2.114275 0.693012 0.021 -0.156 -0.152
H -1.877271 -3.476099 -0.047886 -0.096 0.229 0.028
H -4.331685 -3.628849 -0.331590 0.050 0.144 -0.191
H -4.394732 -2.097993 -1.207811 0.167 -0.115 0.047
H -3.579197 -3.506986 -1.923033 -0.029 0.211 0.292
C -2.432021 -0.309336 -2.124770 0.114 0.164 0.082
C -2.912893 -0.838219 -3.475971 -0.346 0.059 -0.210
H -1.867982 0.625379 -2.276661 -0.191 -0.202 0.012
H -3.298692 -0.037643 -1.500577 0.260 -0.050 -0.096
H -3.515360 -0.059990 -3.966729 0.182 -0.218 0.077
H -2.085907 -1.084312 -4.150245 -0.124 0.066 0.143
H -3.553346 -1.724190 -3.380883 0.226 0.274 -0.008
N -0.401373 -1.779089 2.943541 -0.383 -0.195 -0.202
C -0.465801 -1.079310 4.204282 0.329 -0.001 -0.534
C 0.487843 -1.340293 5.194973 -0.268 0.315 0.257
C 0.486303 -0.548779 6.354026 -0.208 -0.166 -0.298
C -0.411101 0.520368 6.482034 0.143 0.044 0.070
C -1.284911 0.835235 5.440670 -0.154 -0.322 -0.054
C -1.352094 0.005197 4.308927 0.313 0.090 0.275
H -1.313970 -2.020046 2.540288 0.302 0.053 0.428
H 0.156086 -2.632652 2.956715 -0.135 0.260 0.207
H 1.187673 -2.175795 5.078045 -0.281 0.346 0.095
H 1.181554 -0.782300 7.163434 -0.247 0.102 -0.271
H -0.438984 1.097740 7.413197 0.121 -0.160 -0.505
H -1.940888 1.706340 5.510575 0.117 -0.387 0.076
H -2.126850 0.161709 3.544437 0.262 0.015 0.266
```
Forces are in eV/Å.

largest force on an atom	3.3	eV/Å
multiplicity	1
E_HOMO	-13.658	eV
total energy	-4599.46959	hartree
Kohn-Sham gap	7.724	eV
relative energy (zero: lowest compared OMol25 entry of this formula, charge and spin)	0.0	kcal per mole
total charge	+2



Entry 2:
# C27H24HfN7O4S6

A structure of composition C27H24HfN7O4S6 (ωB97M-V/def2-TZVPD, the OMol25 dataset).

XYZ file:
```
69
Properties=species:S:1:pos:R:3:forces:R:3
Hf -0.617530 -0.171384 0.564512 -0.511 -0.309 0.492
O -7.058894 1.278117 2.213891 -0.092 -0.008 -0.050
C -6.018076 0.927562 1.744946 0.119 0.046 0.142
S -5.002116 1.945892 0.698624 -0.067 -0.021 0.003
C -3.711695 0.786248 0.482207 0.214 0.132 -0.038
C -3.836555 -0.397531 1.102860 0.136 -0.154 0.069
S -2.647519 -1.701389 1.049329 -0.043 0.136 0.018
S -5.271847 -0.659313 2.065754 -0.054 0.029 -0.036
S -2.351981 1.305644 -0.519736 -0.186 -0.104 -0.085
O 1.711609 0.360358 1.235795 -0.027 0.089 0.052
S 2.133284 0.782073 -0.108461 0.083 -0.004 0.177
O 3.413866 0.301540 -0.553534 -0.103 -0.289 0.000
N 0.880938 0.264395 -0.939437 0.224 0.335 -0.139
C 0.905855 -0.016023 -2.313176 -0.084 -0.002 0.209
C 1.807901 0.433943 -3.235201 0.024 -0.013 -0.163
C 1.690091 0.019372 -4.582892 -0.048 -0.018 0.080
C 0.680283 -0.809488 -4.978719 0.021 0.037 0.033
C -0.271060 -1.267802 -4.034127 -0.059 -0.068 -0.140
C -1.369341 -2.092349 -4.371063 0.074 0.048 -0.039
C -2.242246 -2.460508 -3.393997 -0.020 0.020 0.226
C -2.022324 -2.030779 -2.066622 0.043 -0.047 -0.146
N -1.006939 -1.278498 -1.704328 0.047 -0.045 -0.129
C -0.146526 -0.880129 -2.692725 -0.005 0.001 0.021
C 2.171657 2.530690 -0.182980 0.198 0.102 0.133
C 3.259195 3.155765 0.424915 -0.044 0.087 -0.086
C 3.316843 4.537847 0.425527 -0.020 -0.012 -0.009
C 2.304374 5.276763 -0.179067 0.039 0.006 0.022
C 1.234843 4.639950 -0.785650 -0.046 -0.066 -0.002
C 1.158258 3.252308 -0.788420 -0.080 0.069 0.016
H 2.612689 1.097037 -2.949530 0.005 0.003 0.025
H 2.410150 0.379479 -5.304256 0.014 0.011 -0.013
H 0.582362 -1.110820 -6.013078 -0.004 -0.008 -0.015
H -1.512401 -2.404150 -5.398257 0.015 0.004 -0.012
H -3.110149 -3.068412 -3.605996 -0.007 -0.011 -0.007
H -2.708791 -2.312576 -1.280584 -0.031 -0.013 0.000
H 4.050476 2.570787 0.873603 0.006 -0.045 0.001
H 4.155995 5.040735 0.885644 0.012 0.010 0.014
H 2.356558 6.356989 -0.179299 0.004 0.017 -0.007
H 0.451081 5.217766 -1.255029 -0.012 0.003 -0.013
H 0.314064 2.753032 -1.245799 0.012 -0.017 0.003
C 0.710050 3.279967 3.795763 -0.061 -0.018 0.062
N 0.034564 1.996305 3.997755 -0.194 -0.054 0.177
C -0.133472 1.418951 5.225183 -0.016 -0.048 -0.046
C -0.715811 0.210194 5.375708 0.018 0.098 -0.119
C -1.133741 -0.485711 4.191834 0.020 -0.002 0.222
N -0.952973 0.087837 3.001223 0.488 0.160 -0.291
C -0.429675 1.329000 2.911482 -0.008 -0.265 -0.441
O -0.350150 1.798387 1.755963 0.014 0.111 -0.050
N -1.697170 -1.680164 4.234552 0.089 -0.004 -0.116
H 0.834824 3.755243 4.764728 0.029 0.014 -0.016
H 0.098758 3.905661 3.151091 0.032 0.020 -0.005
H 1.678649 3.111638 3.328175 -0.008 0.039 -0.020
H 0.226083 1.999544 6.062990 -0.008 -0.024 0.021
H -0.855559 -0.218011 6.355079 -0.003 -0.009 0.019
H -1.858006 -2.150327 5.107406 -0.019 0.002 -0.002
H -2.037331 -2.073137 3.357379 -0.052 -0.009 0.047
C -0.420798 -4.846743 -0.945789 0.011 0.119 0.003
N 0.733623 -3.992220 -1.186422 -0.021 -0.080 -0.053
C 1.552485 -4.068821 -2.297875 0.110 0.041 -0.020
C 2.537065 -3.158753 -2.134964 -0.070 -0.064 0.028
N 2.308994 -2.554186 -0.919884 -0.162 0.017 0.002
C 1.194686 -3.050073 -0.351226 0.140 0.200 0.192
S 0.524806 -2.584238 1.163769 -0.118 -0.050 -0.108
H -0.944527 -4.989151 -1.887602 -0.029 -0.038 0.008
H -1.071422 -4.351131 -0.228618 -0.002 -0.036 -0.017
H -0.094323 -5.805205 -0.547278 -0.035 -0.016 0.012
H 1.360808 -4.766409 -3.092156 0.007 -0.010 -0.027
H 3.369351 -2.894619 -2.759503 0.016 0.009 -0.039
H 2.833827 -1.776967 -0.534405 0.087 -0.034 -0.031
```
Forces are in eV/Å.

largest force on an atom	0.8	eV/Å
multiplicity	1
E_HOMO	-9.405	eV
total energy	-4164.79579	hartree
Kohn-Sham gap	6.508	eV
relative energy (zero: lowest compared OMol25 entry of this formula, charge and spin)	5.6	kcal per mole
total charge	+1



Entry 3:
# C25H32N4O2

The molecule C25H32N4O2 (ωB97M-V/def2-TZVPD, the OMol25 dataset).

XYZ file:
```
63
Properties=species:S:1:pos:R:3:forces:R:3
C 7.782075 -1.883360 -1.972916 0.059 0.039 0.034
C 6.792294 -0.910580 -1.408113 -0.047 -0.006 -0.014
C 6.275005 -1.088630 -0.130426 0.008 0.007 -0.044
C 5.377427 -0.183469 0.403889 -0.072 0.140 -0.055
C 4.976269 0.924095 -0.334331 0.317 -0.006 0.017
C 4.069003 1.954777 0.265720 0.020 0.010 -0.137
O 4.495168 3.037401 0.627032 0.230 0.165 0.030
N 2.763802 1.616620 0.370073 -0.231 0.060 -0.019
C 1.836096 2.499738 1.044042 0.082 0.361 0.399
C 1.271997 1.812760 2.287048 -0.186 0.024 -0.326
C 0.629465 0.481810 1.903263 0.394 -0.036 0.357
C 1.648847 -0.398877 1.178709 -0.238 -0.083 -0.258
C 1.106357 -1.783951 0.808036 -0.003 0.098 0.044
C -0.217477 -1.764348 0.040560 0.248 -0.088 0.342
C -1.402671 -1.725673 0.998242 0.015 -0.065 -0.357
O -1.290031 -2.015830 2.174810 0.202 -0.082 0.321
N -2.609066 -1.395263 0.474744 -0.349 -0.018 0.076
C -2.911488 -0.978523 -0.875532 0.055 0.373 -0.280
C -3.327095 0.500783 -0.868658 0.145 -0.171 -0.386
N -4.455889 0.696669 0.015790 0.287 0.179 0.057
C -5.718878 0.633167 -0.517830 -0.348 0.157 -0.237
C -6.883772 0.711989 0.264917 -0.025 -0.074 0.099
C -8.107813 0.714453 -0.366670 0.136 -0.042 -0.118
C -8.168662 0.642890 -1.753862 -0.052 0.014 -0.017
C -6.970486 0.577239 -2.438149 -0.371 -0.008 -0.051
N -5.787603 0.566675 -1.850812 0.302 -0.081 0.167
C -4.151013 0.267456 1.362136 -0.087 -0.334 0.190
C -3.737400 -1.211628 1.366531 -0.047 0.157 0.426
C 2.183166 0.363001 -0.043557 0.049 -0.461 0.116
C 5.501944 1.117203 -1.604999 -0.127 0.049 0.138
C 6.394183 0.203773 -2.136031 -0.004 -0.050 0.041
H 8.791619 -1.599519 -1.673800 0.088 -0.052 -0.029
H 7.593393 -2.888757 -1.603013 0.027 -0.080 -0.023
H 7.743103 -1.891899 -3.059665 0.030 -0.051 -0.063
H 6.580561 -1.945635 0.452996 0.033 -0.090 0.054
H 4.991249 -0.331596 1.402142 -0.059 -0.020 0.107
H 1.022445 2.756600 0.354217 0.023 0.006 0.015
H 2.380635 3.408276 1.306729 -0.138 -0.086 -0.104
H 0.540063 2.466469 2.763539 0.015 0.039 0.052
H 2.083445 1.638370 2.996029 0.031 0.036 0.055
H -0.223880 0.673900 1.248217 -0.143 0.003 -0.070
H 0.258502 -0.035874 2.788244 -0.089 -0.008 -0.042
H 2.497103 -0.556662 1.854413 0.029 0.036 -0.023
H 1.863791 -2.302527 0.216594 0.013 -0.051 -0.013
H 0.944130 -2.350423 1.727124 0.080 -0.038 -0.088
H -0.310769 -2.679874 -0.549270 -0.055 0.062 -0.102
H -0.243037 -0.917957 -0.642986 -0.082 -0.026 -0.110
H -3.757747 -1.572344 -1.240812 0.086 0.019 -0.042
H -2.068344 -1.142388 -1.541600 -0.023 -0.027 0.023
H -2.498527 1.117361 -0.504392 0.027 -0.045 -0.023
H -3.617718 0.817487 -1.869082 0.191 -0.004 0.132
H -6.837745 0.783635 1.339251 0.018 0.013 0.064
H -9.014680 0.774897 0.218047 -0.042 0.011 0.052
H -9.111357 0.641217 -2.276130 -0.067 0.001 -0.076
H -6.941380 0.522828 -3.519334 -0.118 0.003 -0.082
H -3.315464 0.872928 1.730406 -0.072 -0.046 0.048
H -4.999876 0.418531 2.024380 0.049 0.044 0.006
H -4.574429 -1.829960 1.023584 0.009 0.024 0.031
H -3.431627 -1.528496 2.364389 -0.111 0.007 -0.132
H 1.362842 0.582924 -0.739297 0.016 -0.060 -0.020
H 2.930516 -0.231410 -0.571382 -0.149 0.050 0.004
H 5.207324 1.986121 -2.174759 -0.014 0.097 -0.051
H 6.792083 0.361392 -3.128416 0.034 0.003 -0.104
```
Forces are in eV/Å.

largest force on an atom	0.5	eV/Å
SMILES	Cc1ccc(C(=O)N2CCC[C@@H](CCC(=O)N3CCN(c4ccccn4)CC3)C2)cc1
multiplicity	1
E_HOMO	-8.019	eV
total energy	-1341.40044	hartree
Kohn-Sham gap	8.672	eV
relative energy (zero: lowest compared OMol25 entry of this formula, charge and spin)	14.9	kcal per mole



LUMO readings, ordered: -5.934 -2.897 0.652 eV